Computed, not measured: a structure of composition C4H10O in a non-equilibrium geometry, with wB97M-V/def2-TZVPD.

The geometry in XYZ format:
```
15
Properties=species:S:1:pos:R:3:lowdin_charge:R:1
C -0.8293 1.5257 0.9029 -0.134
C -0.8947 0.8697 -0.4441 -0.378
C -0.9390 -0.6003 -0.4648 -0.080
C 1.2717 -1.5571 -0.7386 -0.068
O 0.4997 -1.1025 0.4594 -0.152
H 0.0457 1.1846 1.4636 0.065
H -1.7131 1.2540 1.4871 0.072
H -0.8124 2.6119 0.7978 0.066
H -1.8075 1.1827 -0.9733 0.116
H -0.0827 1.2517 -1.0707 0.093
H -1.6355 -0.9341 0.3208 0.035
H 0.6456 -1.9113 -1.5628 0.075
H 1.7378 -0.6259 -1.0224 0.084
H 2.0349 -2.2418 -0.3748 0.084
H 0.1071 -1.9483 0.7381 0.121
```

Output
* E_tot: -233.47168 hartree
* orbital gap: 0.2883 hartree
* max |F|: 2.39 eV/Å
* energy above the lowest of the compared OMol25 structures with the same formula, charge and spin: 4.715 eV